[1]
A 10-piece molecular cluster, C17H34FN12O20S overall at a distorted geometry. Source: the Open Molecules 2025 dataset; level of theory: wB97M-V/def2-TZVPD.

Values from the calculation:
Orbital gap, eV: 6.67
Total charge: +1
2S+1: 1
HOMO energy, eV: -11.3
Relative energy (zero: lowest compared OMol25 entry of this formula, charge and spin), kJ/mol: 1454.9

Geometry (Å):
O  -1.0747  -4.4755  -0.3271
S  -0.0701  -3.2583  -0.2936
O  0.6371  -3.3385  1.0848
F  0.9662  -3.4344  -1.6487
C  -1.1231  -1.7136  -0.4042
N  -2.5198  -1.4552  -0.9240
C  -2.9138  0.0304  -0.7846
N  -1.8017  0.8559  -0.1423
C  -0.7317  -0.1953  0.0746
C  0.6773  0.4019  0.7318
C  1.6400  1.3205  -0.2602
C  2.9793  1.8785  0.5734
C  3.0739  1.4259  2.1349
N  2.1911  0.5576  2.9651
C  0.9749  0.0261  2.2854
H  -3.1464  -2.1848  -1.3651
H  -3.8953  0.5786  -1.1101
H  -1.7485  1.8716  0.0982
H  1.4128  1.5697  -1.3800
H  3.7740  2.5883  0.0384
H  4.0215  1.8711  2.7132
H  0.2283  -0.6446  2.9294
C  -0.7795  1.8938  5.9214
N  -1.2993  1.8383  4.5284
O  -2.2848  1.1209  4.3201
O  -0.7035  2.5164  3.6833
H  -1.3965  1.2526  6.5545
H  0.2528  1.5385  5.9022
H  -0.8362  2.9326  6.2530
C  5.3658  -2.0626  0.9669
N  6.0876  -0.8380  1.4062
O  6.3607  -0.7425  2.6084
O  6.3598  -0.0072  0.5317
H  5.1929  -2.7015  1.8356
H  4.4182  -1.7462  0.5261
H  5.9951  -2.5708  0.2335
C  -2.7695  5.7551  -1.3633
N  -2.6209  4.3195  -1.0019
O  -1.6114  3.9979  -0.3643
O  -3.5218  3.5559  -1.3685
H  -1.9091  6.3070  -0.9791
H  -2.8128  5.8178  -2.4526
H  -3.6939  6.1156  -0.9075
C  2.8371  4.6787  -3.1360
N  2.9857  3.2431  -2.7746
O  3.9952  2.9215  -2.1369
O  2.0848  2.4795  -3.1411
H  3.6975  5.2306  -2.7517
H  2.7938  4.7414  -4.2253
H  1.9127  5.0392  -2.6801
C  4.9797  -5.4941  4.7249
N  5.4367  -4.4425  3.7769
O  4.6559  -3.5122  3.5440
O  6.5663  -4.5804  3.2932
H  3.9739  -5.2456  5.0702
H  4.9791  -6.4446  4.1874
H  5.6814  -5.5111  5.5613
C  1.3178  6.6794  -6.7470
N  1.2698  6.7751  -5.2630
O  2.0844  7.5290  -4.7178
O  0.4159  6.0908  -4.6873
H  2.1119  7.3310  -7.1176
H  1.5223  5.6378  -7.0035
H  0.3464  6.9994  -7.1293
C  -5.4415  -3.8353  -3.5386
N  -5.7719  -2.6658  -2.6803
O  -5.0550  -2.4682  -1.6923
O  -6.7416  -1.9791  -3.0224
H  -4.5711  -4.3455  -3.1207
H  -6.3106  -4.4964  -3.5435
H  -5.2237  -3.4580  -4.5398
C  -8.4699  0.8086  -2.0591
N  -8.4312  2.2652  -2.3598
O  -9.4596  2.7761  -2.8186
O  -7.3695  2.8547  -2.1268
H  -9.4596  0.4221  -2.3114
H  -7.7011  0.3262  -2.6662
H  -8.2686  0.6869  -0.9928
C  1.6854  -8.5771  3.4383
N  2.8190  -8.4400  4.3922
O  3.4627  -9.4620  4.6571
O  3.0306  -7.3102  4.8482
H  1.6160  -9.6193  3.1196
H  0.7764  -8.2721  3.9608
H  1.8914  -7.9261  2.5862


[2]
C17H34FeO17Rb as an isolated structure at a distorted geometry. Source: the Open Molecules 2025 dataset; level of theory: wB97M-V/def2-TZVPD.

Values from the calculation:
Orbital gap (alpha / beta), eV: 5.17 / 6.29
Total charge: 0
2S+1: 6
HOMO energy (alpha / beta), eV: -6.0 / -7.2

Geometry (Å):
Fe  -6.7127  7.2477  -13.1843
Rb  -9.1505  4.8757  -10.7756
O  -6.3521  5.8656  -15.0155
C  -7.6336  5.2916  -15.3354
C  -8.7402  5.2929  -14.2385
O  -8.7517  6.3641  -13.3109
H  -7.5112  4.3313  -15.8364
H  -7.9145  5.9415  -16.1642
H  -8.9708  4.4118  -13.6396
H  -9.7424  5.2552  -14.6653
C  -7.4136  6.6662  -18.6929
O  -7.2604  7.8037  -19.4808
C  -8.2004  8.1714  -20.4491
O  -9.0456  7.3481  -20.8398
O  -8.0014  9.4313  -20.9147
C  -8.9766  9.8904  -21.8558
H  -6.8835  5.8759  -19.2245
H  -8.3691  6.1983  -18.4557
H  -6.7644  6.6417  -17.8177
H  -8.6199  9.3928  -22.7576
H  -9.0027  10.9764  -21.9452
H  -9.9285  9.5245  -21.4708
C  -7.4614  1.2436  -17.1899
O  -8.2853  0.7416  -16.1361
C  -8.0479  0.9988  -14.8377
O  -7.0226  1.4679  -14.4208
O  -9.1401  0.6921  -14.0498
C  -9.1218  0.8899  -12.6114
H  -7.8333  0.7170  -18.0688
H  -6.4215  1.0153  -16.9561
H  -7.7453  2.2955  -17.2199
H  -9.1962  -0.0519  -12.0677
H  -10.0562  1.4072  -12.3942
H  -8.2967  1.5160  -12.2718
C  -10.7174  12.6255  -16.9810
O  -10.5886  11.3346  -17.4356
C  -10.3914  10.3884  -16.3980
O  -10.1591  10.6058  -15.2028
O  -10.4207  9.2355  -16.9366
C  -10.0493  8.1138  -16.1598
H  -11.5469  12.7070  -16.2785
H  -10.8102  13.2602  -17.8623
H  -9.8009  12.9213  -16.4706
H  -9.1582  8.1199  -15.5321
H  -10.0788  7.2003  -16.7537
H  -10.8710  7.9175  -15.4711
C  -13.7703  4.1473  -10.6692
O  -13.6870  3.6401  -11.9501
C  -12.4612  3.2428  -12.3167
O  -11.4671  3.2635  -11.5648
O  -12.5389  2.8428  -13.6419
C  -11.3583  2.5930  -14.3600
H  -14.7936  4.4707  -10.4788
H  -13.0607  4.9447  -10.4484
H  -13.5658  3.2427  -10.0964
H  -10.4019  2.9734  -14.0011
H  -11.5591  3.0017  -15.3503
H  -11.2788  1.5539  -14.6794
C  -15.6616  7.8084  -11.2596
O  -15.1901  6.9025  -12.3215
C  -14.0114  7.2025  -12.9323
O  -13.2594  8.1403  -12.7213
O  -13.7992  6.1381  -13.6784
C  -12.5618  6.0890  -14.3865
H  -16.4780  8.4967  -11.4783
H  -15.0323  8.3954  -10.5907
H  -16.0797  7.0868  -10.5577
H  -12.5071  6.8898  -15.1240
H  -12.5860  5.1964  -15.0116
H  -11.6643  6.0758  -13.7681


[3]
A 5-piece molecular cluster, C17H34IO10Si overall. Source: the Open Molecules 2025 dataset; level of theory: wB97M-V/def2-TZVPD.

Values from the calculation:
Orbital gap, eV: 5.78
Total charge: -1
2S+1: 1
HOMO energy, eV: -3.7

Geometry (Å):
O  3.1861  -2.2369  2.9827
C  2.5905  -2.4009  1.9013
O  3.0283  -2.5170  0.7379
Si  0.6669  -2.4567  1.9481
I  -0.0585  -4.8378  2.0137
H  0.0734  -1.7675  3.1201
H  0.1432  -1.9447  0.6795
O  -2.8965  -6.0581  3.7816
C  -2.5940  -5.8302  4.9157
O  -1.3132  -6.0289  5.2870
C  -0.7851  -5.5982  6.5360
C  -1.0297  -6.6038  7.6442
C  -3.6102  -5.3838  5.9485
H  -1.1602  -4.6061  6.7918
H  0.2824  -5.4915  6.3547
H  -2.0943  -6.7422  7.8360
H  -0.5549  -6.2721  8.5683
H  -0.6143  -7.5718  7.3654
H  -4.1120  -6.2676  6.3404
H  -4.3433  -4.7613  5.4438
H  -3.1928  -4.8170  6.7772
O  -1.1670  0.2012  1.0595
C  -1.0484  0.8617  0.0674
O  -1.8678  1.9263  -0.1166
C  -1.5639  2.8933  -1.1277
C  -2.0989  2.5234  -2.4938
C  -0.0249  0.5040  -0.9912
H  -0.4938  3.0760  -1.1431
H  -2.0295  3.8155  -0.7788
H  -1.6650  1.5957  -2.8596
H  -1.8674  3.3100  -3.2125
H  -3.1815  2.3883  -2.4562
H  -0.4566  -0.2535  -1.6442
H  0.8341  0.0639  -0.4917
H  0.3132  1.3383  -1.5957
O  1.4764  4.6139  -1.4563
C  2.1146  4.1077  -0.5684
O  1.7281  2.8996  -0.1344
C  2.4702  2.1025  0.8067
C  2.1437  2.4603  2.2389
C  3.2729  4.8092  0.1010
H  3.5380  2.1615  0.5936
H  2.1637  1.0801  0.6012
H  2.4247  3.4889  2.4740
H  2.6713  1.7923  2.9181
H  1.0731  2.3569  2.4126
H  2.8739  5.4709  0.8682
H  3.7807  5.4101  -0.6483
H  3.9967  4.1376  0.5549
O  -0.3767  0.4580  -4.6249
C  -0.0777  1.1544  -5.5504
O  -0.7868  2.2877  -5.7567
C  -0.4067  3.2728  -6.7151
C  -0.9160  2.9511  -8.1054
C  1.0176  0.7681  -6.5206
H  0.6727  3.4285  -6.6991
H  -0.8624  4.1930  -6.3541
H  -0.4872  2.0244  -8.4863
H  -0.6633  3.7555  -8.7968
H  -1.9988  2.8324  -8.0871
H  0.5958  0.0875  -7.2588
H  1.7842  0.2400  -5.9613
H  1.4828  1.6049  -7.0351


[4]
C17H34NiO2P2 as an isolated structure at a distorted geometry. Source: the Open Molecules 2025 dataset; level of theory: wB97M-V/def2-TZVPD.

Values from the calculation:
Orbital gap (alpha / beta), eV: 4.46 / 7.31
Total charge: 0
2S+1: 3
HOMO energy (alpha / beta), eV: -4.0 / -6.9
Relative energy (zero: lowest compared OMol25 entry of this formula, charge and spin), kJ/mol: 562.0

Geometry (Å):
P  -2.1511  -0.8792  -1.5091
P  1.1354  -2.4198  -0.5046
C  -1.3354  -2.4632  -2.0701
C  -0.3392  -3.2538  -1.1871
H  -0.9379  -2.3099  -3.0827
H  -2.2187  -3.0868  -2.1698
H  -0.8682  -3.8203  -0.4059
H  0.1358  -3.9920  -1.8219
C  2.4032  -2.3256  -1.7912
H  3.1326  -1.5691  -1.4525
H  1.9447  -1.9436  -2.7206
H  2.8978  -3.2873  -1.9747
C  1.6693  -3.3543  0.9431
H  2.0511  -4.3436  0.6657
H  0.8186  -3.4595  1.6378
H  2.4576  -2.7732  1.4491
C  -2.5708  0.0811  -2.9720
H  -2.8927  1.0804  -2.6474
H  -3.3649  -0.3984  -3.5425
H  -1.6808  0.2117  -3.6051
C  -3.5676  -1.3683  -0.4933
H  -3.2206  -1.9290  0.3819
H  -4.2854  -1.9660  -1.0505
H  -4.0378  -0.4451  -0.1402
Ni  -0.2182  -0.8698  -0.6913
C  -0.5624  -5.9807  -2.3801
C  0.2224  -5.4099  -3.3278
C  -0.0376  -5.4825  -4.7847
C  -1.5435  -5.2056  -5.1948
C  -2.2626  -4.2466  -4.3190
C  -3.0257  -4.6223  -3.2850
C  -3.1340  -6.0264  -2.7484
C  -1.7745  -6.8040  -2.6932
C  -0.8359  0.9690  -0.2983
H  -0.2533  -6.0265  -1.3349
H  1.2218  -5.0617  -3.0842
H  0.2275  -6.4938  -5.1394
H  0.6115  -4.7817  -5.3355
H  -1.5466  -4.8420  -6.2371
H  -2.0656  -6.1726  -5.1906
H  -2.2794  -3.2143  -4.6728
H  -3.8099  -3.9553  -2.8945
H  -3.8191  -6.5947  -3.4035
H  -3.6017  -6.0265  -1.7451
H  -1.8694  -7.6023  -1.9326
H  -1.6306  -7.3001  -3.6625
H  -0.6974  1.1505  0.7830
H  -1.8771  1.2323  -0.5742
H  -0.1422  1.6309  -0.8519
C  0.3803  -0.2834  2.8016
O  1.4550  0.1092  1.8775
C  1.4702  -0.1372  0.5562
O  2.3783  0.3204  -0.1010
H  0.8036  -0.1646  3.8114
H  0.0745  -1.3469  2.6545
H  -0.4990  0.3916  2.7105


[5]
The molecule C17H34O2. Source: the Open Molecules 2025 dataset; level of theory: wB97M-V/def2-TZVPD.

Values from the calculation:
Orbital gap, eV: 11.07
Total charge: 0
2S+1: 1
HOMO energy, eV: -10.1
Structure (SMILES): CCCCCCCCCCCCCC(=O)OC(C)C
Relative energy (zero: lowest compared OMol25 entry of this formula, charge and spin), kJ/mol: 11.5

Geometry (Å):
C  -0.2490  3.0417  -8.0508
C  -0.6775  2.2329  -6.8326
C  0.1933  2.5335  -5.6151
C  -0.2302  1.7261  -4.3903
C  0.6508  2.0282  -3.1800
C  0.1963  1.3243  -1.9005
C  0.3829  -0.1910  -1.9485
C  -0.0191  -0.8906  -0.6481
C  0.9708  -0.6578  0.4917
C  0.5379  -1.3117  1.8048
C  0.5789  -2.8372  1.7623
C  0.3368  -3.4826  3.1263
H  1.0453  -3.0869  3.8556
H  0.5131  -4.5570  3.0359
C  -1.0873  -3.2757  3.6500
C  -1.3493  -1.9004  4.2239
O  -2.3175  -1.2300  3.9683
O  -0.4080  -1.5484  5.0996
C  -0.5639  -0.2925  5.7807
C  0.1420  -0.4245  7.1226
H  0.0235  0.4921  7.6929
H  -0.2777  -1.2510  7.6901
H  1.2012  -0.6128  6.9665
C  0.0156  0.8361  4.9350
H  -0.5094  0.8969  3.9851
H  1.0718  0.6582  4.7459
H  -0.0971  1.7815  5.4580
H  -1.6390  -0.1224  5.9248
H  -1.8193  -3.4565  2.8617
H  -1.2741  -3.9839  4.4615
H  -0.1684  -3.2086  1.0590
H  1.5613  -3.1527  1.4010
H  -0.4725  -0.9791  2.0473
H  1.2045  -0.9701  2.6006
H  1.9520  -1.0425  0.2018
H  1.0743  0.4153  0.6634
H  -0.0896  -1.9623  -0.8431
H  -1.0085  -0.5428  -0.3425
H  -0.2253  -0.5972  -2.7586
H  1.4281  -0.4197  -2.1713
H  -0.8569  1.5511  -1.7190
H  0.7703  1.7308  -1.0656
H  1.6813  1.7404  -3.4023
H  0.6421  3.1074  -3.0054
H  -0.1762  0.6632  -4.6321
H  -1.2694  1.9594  -4.1462
H  1.2355  2.3069  -5.8533
H  0.1329  3.6000  -5.3844
H  -0.6165  1.1671  -7.0652
H  -1.7194  2.4595  -6.5948
H  -0.8816  2.8131  -8.9055
H  0.7815  2.8147  -8.3159
H  -0.3215  4.1076  -7.8455


[6]
A 4-piece molecular cluster, C17H34O7S overall. Source: the Open Molecules 2025 dataset; level of theory: wB97M-V/def2-TZVPD.

Values from the calculation:
Orbital gap, eV: 9.84
Total charge: 0
2S+1: 1
HOMO energy, eV: -9.3
Structure (SMILES): CC(C)CC[C@@H]1OS(=O)(=O)O[C@@H]1C.CC(C)=O.CC(C)=O.CC(C)=O

Geometry (Å):
C  3.1330  -2.6942  -0.6720
C  2.6649  -1.2816  -1.0285
C  3.8593  -0.3965  -1.3890
C  1.6873  -1.3345  -2.2121
C  0.3207  -1.9558  -1.8398
C  -0.8480  -1.0741  -2.2387
O  -1.0170  0.0096  -1.2964
S  -2.4041  -0.0860  -0.5506
O  -2.9465  1.2191  -0.4361
O  -2.3050  -0.9244  0.5952
O  -3.1567  -0.8699  -1.7030
C  -2.2384  -1.7717  -2.3608
C  -2.3608  -3.1511  -1.7347
H  3.5127  -2.7258  0.3494
H  2.3293  -3.4295  -0.7335
H  3.9303  -3.0216  -1.3394
H  2.1469  -0.8557  -0.1649
H  4.5241  -0.2561  -0.5400
H  4.4261  -0.8380  -2.2070
H  3.4968  0.5800  -1.7100
H  2.1564  -1.9612  -2.9731
H  1.5501  -0.3319  -2.6163
H  0.2783  -2.1214  -0.7630
H  0.2221  -2.9193  -2.3374
H  -0.6068  -0.5811  -3.1795
H  -2.4653  -1.8275  -3.4213
H  -1.9409  -3.8967  -2.4109
H  -3.4131  -3.3826  -1.6011
H  -1.8220  -3.2254  -0.7951
C  -1.3800  -1.3707  3.6007
C  -1.6038  -1.8416  5.0159
O  -1.2207  -2.9220  5.3986
C  -2.3376  -0.8937  5.9361
H  -0.8479  -2.1359  3.0412
H  -2.3326  -1.1701  3.1130
H  -0.7943  -0.4497  3.6013
H  -3.3285  -0.6754  5.5348
H  -1.7883  0.0454  6.0210
H  -2.4376  -1.3438  6.9207
C  -7.1143  2.8699  1.5859
C  -6.7290  3.6858  0.3734
O  -7.1403  4.8107  0.2136
C  -5.8050  3.0229  -0.6167
H  -7.7768  3.4513  2.2224
H  -7.6208  1.9548  1.2751
H  -6.2209  2.5926  2.1478
H  -6.2651  2.1133  -1.0065
H  -4.8661  2.7517  -0.1347
H  -5.6025  3.7049  -1.4391
C  6.1256  2.6166  -0.0462
C  6.8129  2.2477  -1.3398
O  6.3662  1.4107  -2.0873
C  8.0927  2.9858  -1.6547
H  5.2182  2.0305  0.0717
H  6.7916  2.4277  0.7973
H  5.8707  3.6775  -0.0499
H  8.8287  2.8120  -0.8680
H  7.9014  4.0585  -1.7136
H  8.4906  2.6375  -2.6044